[1]
Density functional theory data (ωB97M-V with the def2-TZVPD basis set) for a structure of composition C23H37F5N2O6S.

The LUMO energy is -0.60 eV. Its HOMO energy is -9.08 eV. For the frontier orbital gap, the calculation gives 8.472 eV. The charge is 0. The largest force on an atom comes out at 2.1 eV/Å. The calculation puts the relative energy (zero: lowest compared OMol25 entry of this formula, charge and spin) at 1.219 eV.

Each line ends with the Löwdin charge.
Geometry (Å):
F -3.894 -5.017 -0.534  0.1714
C -2.558 -4.915 -0.592  -0.5182
F -2.029 -4.854 0.647  0.1575
F -2.089 -6.045 -1.172  0.1502
C -2.062 -3.673 -1.404  -0.4019
F -0.728 -3.505 -1.037  0.0729
F -2.049 -3.905 -2.742  0.1184
C -2.847 -2.375 -1.039  -0.0516
C -4.219 -2.284 -1.827  -0.1678
C -5.419 -1.878 -0.918  -0.1323
C -6.616 -2.853 -0.981  -0.1944
C -7.523 -3.004 0.181  -0.0210
C -8.580 -3.880 0.131  -0.0248
C -8.835 -4.680 -1.041  -0.3440
N -9.792 -5.600 -1.279  -0.2427
S -9.532 -6.177 -2.778  0.9760
N -8.230 -5.300 -3.282  -0.2134
C -7.972 -4.541 -2.210  -0.3732
C -6.888 -3.595 -2.100  0.0053
H -3.094 -2.360 0.040  0.1222
H -2.212 -1.507 -1.298  0.1279
H -4.107 -1.523 -2.623  0.1179
H -4.338 -3.257 -2.331  0.0875
H -5.090 -1.714 0.125  0.1098
H -5.820 -0.913 -1.291  0.1234
H -7.337 -2.391 1.071  0.1112
H -9.260 -3.991 0.984  0.1145
H -6.231 -3.464 -2.974  0.1191
C 0.324 2.722 1.143  -0.1002
O 0.139 2.901 -0.251  -0.1940
C 0.957 3.894 -0.841  -0.1876
C 1.842 3.378 -1.969  -0.1758
O 2.776 2.354 -1.659  -0.1277
C 2.284 1.082 -1.251  -0.1734
C 1.412 0.315 -2.236  -0.1841
O 0.173 0.957 -2.488  -0.2001
C -0.089 1.221 -3.854  -0.1132
H -0.480 3.223 1.688  0.0871
H 0.265 1.652 1.358  0.0836
H 1.295 3.085 1.490  0.0812
H 1.574 4.402 -0.092  0.1188
H 0.286 4.647 -1.268  0.1261
H 2.447 4.227 -2.301  0.1288
H 1.253 3.095 -2.841  0.0982
H 1.797 1.169 -0.280  0.1003
H 3.178 0.477 -1.078  0.1263
H 1.168 -0.653 -1.782  0.1242
H 1.965 0.120 -3.160  0.1238
H 0.827 1.336 -4.439  0.0877
H -0.645 2.160 -3.913  0.0874
H -0.708 0.426 -4.278  0.0851
C 6.680 1.205 5.210  -0.1089
O 6.275 1.024 3.866  -0.1911
C 4.955 0.540 3.697  -0.1891
C 4.065 1.452 2.862  -0.1819
O 3.846 2.775 3.331  -0.1241
C 4.948 3.675 3.402  -0.1724
C 5.665 4.005 2.100  -0.1903
O 6.334 2.893 1.531  -0.1913
C 5.962 2.601 0.197  -0.1047
H 7.312 0.368 5.520  0.0860
H 7.274 2.120 5.265  0.0837
H 5.834 1.309 5.895  0.0879
H 4.475 0.335 4.660  0.1197
H 5.033 -0.416 3.167  0.1266
H 3.075 0.986 2.847  0.1246
H 4.383 1.473 1.819  0.0981
H 5.651 3.342 4.165  0.1012
H 4.524 4.608 3.779  0.1267
H 6.438 4.747 2.335  0.1262
H 4.967 4.465 1.394  0.1204
H 4.946 2.932 -0.032  0.0728
H 5.997 1.517 0.069  0.0884
H 6.672 3.055 -0.500  0.0886

---

[2]
Density functional theory data (ωB97M-V with the def2-TZVPD basis set) for a cluster of 2 separate species, C23H37F6N3O2 in total.

The LUMO energy is 0.44 eV. Its HOMO energy is -9.27 eV. For the frontier orbital gap, the calculation gives 9.709 eV. As for the SMILES: CNC[C@](C#N)(CCCCCOC)[C@@](C#N)(CCC(F)=C(F)F)CCC(F)(F)F.CCOCC. The charge is 0. The largest force on an atom comes out at 2.6 eV/Å.

Each line ends with the Löwdin charge.
Geometry (Å):
C -0.556 -3.424 4.493  -0.1085
N -1.204 -2.160 4.112  -0.1004
C -0.282 -1.037 3.898  -0.1794
C -0.709 -0.309 2.566  -0.2989
C -2.196 -0.103 2.737  -0.1873
N -3.246 0.334 2.817  0.2027
C -0.591 -1.354 1.390  -0.1440
C 0.717 -2.164 1.377  -0.1670
C 0.635 -3.174 0.164  -0.1578
C 0.661 -4.668 0.638  -0.1556
C -0.719 -5.362 0.586  -0.2400
O -0.744 -6.284 -0.514  -0.2039
C -2.015 -6.234 -1.163  -0.1128
C 0.062 1.035 2.283  -0.3092
C 0.826 0.988 0.977  -0.1963
N 1.356 0.938 -0.028  0.2340
C -0.879 2.270 2.145  -0.1089
C -1.671 2.281 0.789  -0.0868
C -1.124 3.301 -0.184  -0.2190
F -0.689 4.512 0.211  0.0859
C -1.104 3.036 -1.480  -0.3251
F -1.058 1.806 -1.952  0.1360
F -1.146 3.952 -2.428  0.1490
C 1.176 1.293 3.355  -0.1011
C 2.024 2.573 3.073  -0.0507
C 1.909 3.593 4.212  -0.6291
F 2.107 3.069 5.419  0.1526
F 2.853 4.547 4.025  0.1171
F 0.740 4.258 4.164  0.1351
H -0.703 -4.143 3.661  0.0642
H -1.024 -3.904 5.365  0.0815
H 0.532 -3.347 4.628  0.0795
H -1.939 -1.907 4.756  0.1086
H -0.410 -0.352 4.757  0.1277
H 0.770 -1.329 3.894  0.1089
H -0.841 -0.905 0.419  0.1206
H -1.399 -2.079 1.592  0.1172
H 1.596 -1.535 1.163  0.1032
H 0.875 -2.779 2.267  0.0780
H -0.353 -3.047 -0.310  0.0983
H 1.406 -2.984 -0.590  0.1082
H 1.045 -4.767 1.666  0.0968
H 1.346 -5.238 -0.006  0.1130
H -0.822 -5.986 1.497  0.1171
H -1.573 -4.668 0.570  0.1113
H -2.823 -6.459 -0.446  0.0888
H -1.996 -6.971 -1.975  0.0875
H -2.155 -5.225 -1.590  0.0891
H -0.286 3.196 2.120  0.0972
H -1.545 2.379 3.008  0.1255
H -2.708 2.584 1.009  0.1286
H -1.727 1.292 0.324  0.1129
H 0.722 1.424 4.346  0.1212
H 1.885 0.455 3.355  0.1251
H 3.092 2.317 3.038  0.1375
H 1.751 3.119 2.164  0.1260
C -0.182 4.343 -5.919  -0.0767
C -0.003 2.880 -5.549  -0.2830
O -0.052 2.002 -6.661  -0.1591
C 0.940 2.195 -7.653  -0.2844
C 2.359 2.009 -7.141  -0.0821
H -1.093 4.481 -6.504  0.0833
H -0.242 4.955 -5.019  0.0698
H 0.652 4.712 -6.519  0.0659
H -0.819 2.579 -4.892  0.1069
H 0.925 2.730 -4.986  0.1097
H 0.821 3.176 -8.126  0.1061
H 0.740 1.450 -8.425  0.1170
H 2.633 2.781 -6.421  0.0654
H 3.069 2.059 -7.968  0.0752
H 2.463 1.043 -6.644  0.0818

---

[3]
Density functional theory data (ωB97M-V with the def2-TZVPD basis set) for a structure of composition C23H37InN2O3Si4Te.

The LUMO energy is -1.05 eV. Its HOMO energy is -7.95 eV. For the frontier orbital gap, the calculation gives 6.901 eV. The charge is 0. The largest force on an atom comes out at 0.9 eV/Å. The calculation puts the relative energy (zero: lowest compared OMol25 entry of this formula, charge and spin) at 0.058 eV.

Each line ends with the Löwdin charge.
Geometry (Å):
In -1.875 0.311 0.720  0.7165
O -6.468 3.149 -0.948  0.0566
C -5.512 3.645 -1.750  -0.2693
C -5.886 4.540 -2.751  -0.0163
C -4.938 5.107 -3.579  -0.0831
C -3.589 4.799 -3.427  -0.0921
C -3.212 3.891 -2.460  -0.0227
C -4.155 3.295 -1.620  -0.0779
C -3.681 2.298 -0.641  -0.4257
O -2.484 1.848 -0.741  -0.2325
N -4.521 1.914 0.299  0.0343
N -3.963 1.048 1.198  -0.0622
C -4.642 0.823 2.270  -0.0420
C -4.229 0.053 3.406  -0.1454
C -5.153 -0.052 4.466  -0.0468
C -4.846 -0.697 5.636  -0.0949
C -3.575 -1.261 5.784  -0.0740
C -2.651 -1.175 4.770  -0.0114
C -2.941 -0.517 3.558  -0.3414
O -1.988 -0.457 2.657  -0.2099
H -6.022 2.591 -0.270  0.0626
H -6.937 4.779 -2.859  0.1160
H -5.247 5.804 -4.347  0.1029
H -2.844 5.256 -4.064  0.0982
H -2.172 3.626 -2.328  0.1152
H -5.612 1.316 2.337  0.1377
H -6.125 0.410 4.333  0.1122
H -5.566 -0.755 6.441  0.1005
H -3.313 -1.770 6.703  0.1060
H -1.664 -1.607 4.875  0.1168
C 2.089 0.245 -3.818  -0.2227
Si 3.316 0.198 -2.376  0.3113
C 3.785 1.977 -1.918  -0.2259
C 4.877 -0.683 -2.984  -0.2173
Si 2.358 -0.909 -0.485  0.1372
Te 0.493 0.872 -0.381  0.6066
Si 3.654 -0.735 1.488  0.3442
C 3.610 1.008 2.218  -0.2231
C 3.043 -1.953 2.805  -0.2176
C 5.456 -1.147 1.069  -0.2181
Si 1.831 -3.155 -1.014  0.3612
C 3.547 -3.958 -1.093  -0.2169
C 1.022 -3.375 -2.710  -0.2128
C 0.817 -4.091 0.280  -0.2077
H 2.468 0.859 -4.638  0.0328
H 1.132 0.663 -3.506  -0.0040
H 1.898 -0.756 -4.211  0.0134
H 4.148 2.523 -2.790  0.0315
H 4.568 2.001 -1.156  0.0216
H 2.924 2.519 -1.522  -0.0025
H 5.345 -0.114 -3.790  0.0315
H 4.644 -1.678 -3.370  0.0162
H 5.611 -0.797 -2.183  0.0159
H 2.609 1.268 2.567  0.0200
H 3.902 1.756 1.478  0.0192
H 4.294 1.089 3.066  0.0314
H 1.967 -1.854 2.967  0.0269
H 3.541 -1.777 3.760  0.0302
H 3.241 -2.986 2.512  0.0170
H 5.861 -0.441 0.339  0.0174
H 5.549 -2.149 0.645  0.0148
H 6.085 -1.102 1.960  0.0309
H 4.191 -3.434 -1.803  0.0133
H 3.486 -5.002 -1.408  0.0343
H 4.040 -3.936 -0.118  0.0160
H 1.680 -3.007 -3.500  0.0142
H 0.073 -2.840 -2.791  0.0297
H 0.826 -4.431 -2.908  0.0314
H 1.326 -4.099 1.246  0.0145
H 0.673 -5.129 -0.026  0.0325
H -0.171 -3.652 0.432  0.0240